No. 1
16
Properties=species:S:1:pos:R:3:forces:R:3 method="wB97M-V/def2-TZVPD" relative_energy_kj_mol=87.5 lumo_energy_ev="-1.839 / -0.601"
H 2.430 -0.865 0.161 -0.698 0.388 -1.506
H 1.345 1.098 0.591 -0.668 0.757 1.252
H 2.774 1.339 -0.331 2.470 1.735 0.137
Cl -3.018 -1.941 -0.661 0.409 -0.372 -0.055
P -1.827 -0.896 0.610 1.016 -1.832 -0.297
O 0.672 -1.058 -0.992 1.765 0.677 -3.170
H 2.621 -0.496 -1.683 -1.681 0.114 1.788
H 0.377 -0.744 0.952 0.537 0.225 0.462
H 1.155 1.617 -1.153 0.912 -0.090 1.060
C 1.926 -0.353 -0.743 2.677 -1.354 -0.573
C -2.841 0.520 0.677 0.914 2.369 0.083
C -0.077 -0.930 -0.007 -4.059 -0.186 4.012
Cl -2.350 1.687 1.916 -0.482 -0.711 -0.558
Br -3.351 1.356 -0.942 -0.172 -0.064 0.263
C 1.780 1.107 -0.363 -2.635 -1.745 -2.567
O -1.616 -1.442 1.967 -0.304 0.089 -0.331

---

No. 2
64
Properties=species:S:1:pos:R:3:forces:R:3 method="wB97M-V/def2-TZVPD" s2=2.0126 relative_energy_kj_mol=21.5 multiplicity=3 charge=-1 lumo_energy_ev="2.510 / 2.520"
O -0.474 -2.375 0.919 2.405 -1.888 -1.764
O 2.429 -0.104 -3.171 -0.980 0.355 -0.493
H 0.105 -0.897 6.655 0.081 -0.028 -0.143
H 4.935 1.814 -1.067 -0.040 0.063 0.109
N -1.102 -0.003 5.200 -0.076 -0.033 0.484
C -0.459 -5.109 0.656 0.198 -0.042 -0.110
N 3.183 1.268 -0.018 0.142 -0.230 -0.134
H -1.444 1.092 6.962 0.039 0.088 -0.101
H -2.299 1.676 5.508 -0.004 -0.057 0.044
H 0.143 -1.675 5.031 -0.157 0.121 0.057
O -0.355 -0.514 3.113 -0.998 1.544 2.242
I -0.246 2.466 1.037 0.042 1.201 0.026
C 0.665 1.451 -3.682 -0.474 1.025 -0.337
C -0.124 1.763 -4.822 0.494 -0.387 0.305
H 4.243 2.407 1.352 0.114 -0.089 0.044
C -1.970 0.790 6.050 0.212 -0.344 -0.051
H -2.838 -1.282 -2.251 -0.368 0.105 0.862
H 3.556 1.345 -2.078 0.050 0.146 0.203
H -1.388 -1.794 -1.501 -0.192 0.114 0.417
C -2.399 -0.221 -0.297 1.310 -0.898 -1.023
C 3.843 1.867 -1.164 0.059 -0.249 -0.018
H 1.060 -5.421 -1.653 0.023 0.134 0.132
H 1.190 2.241 -1.757 0.327 0.026 -0.105
H -1.266 -1.872 6.140 0.135 -0.046 -0.190
C 2.534 0.087 -0.084 -1.242 -0.526 1.141
C 0.292 4.135 -4.426 -0.123 -0.766 -0.198
C 1.273 0.121 -3.485 -0.698 -0.943 0.140
H 3.558 2.921 -1.251 -0.033 -0.121 0.022
N 0.470 -4.212 -0.015 0.334 -0.894 -0.546
C 0.401 -2.886 0.169 -2.204 1.399 1.819
H -0.801 -5.876 -0.054 0.061 0.195 0.168
C -4.189 1.518 -0.982 -0.529 0.287 -0.373
O 1.862 -0.411 0.844 1.931 0.488 -1.285
C -2.794 1.030 -0.832 -0.477 1.110 -0.740
H 0.036 -5.607 1.501 -0.121 0.044 -0.109
C 0.796 3.805 -3.165 -0.274 0.887 -0.362
H -1.520 1.159 3.539 0.246 -0.394 -0.082
H -2.054 1.752 -1.206 -0.083 -0.461 0.214
H -4.233 2.095 -1.928 -0.272 -0.144 0.368
H 2.993 1.321 2.046 -0.048 0.048 -0.041
C -1.002 0.237 3.876 1.335 -1.371 -1.700
H 2.192 -5.419 -0.278 -0.092 0.086 -0.077
H -4.497 2.204 -0.179 0.103 0.025 0.008
H -2.843 0.205 6.365 -0.047 0.079 -0.080
C -0.275 3.092 -5.201 0.165 0.916 0.058
H 2.601 -0.395 -1.072 0.085 0.101 0.257
C -0.485 -1.187 5.777 -0.355 0.284 0.318
H 2.065 -3.982 -1.326 -0.037 -0.192 0.034
H 2.510 2.809 1.217 0.106 -0.114 0.107
C -2.406 -1.455 -1.232 0.149 0.341 -0.383
Cl -3.015 -0.541 1.418 -2.573 -0.622 0.293
H -2.888 -2.282 -0.724 -0.288 -0.405 -0.098
C 0.920 2.483 -2.782 0.486 -0.192 0.196
H -0.813 3.376 -6.115 0.197 -0.370 0.360
C 3.239 1.992 1.225 0.030 0.388 0.182
H -1.308 -4.534 1.028 0.160 -0.013 -0.076
C 1.500 -4.797 -0.863 -0.189 0.196 0.248
H -0.601 0.961 -5.396 0.435 0.265 0.031
H 0.325 5.170 -4.808 -0.260 -0.644 0.347
Pd -0.681 -0.134 0.769 1.566 0.895 -0.710
H 1.096 4.613 -2.490 -0.135 -0.415 -0.084
H 0.558 -0.721 -3.657 0.389 0.054 -0.098
H -4.957 0.728 -1.003 0.297 0.022 -0.041
H 1.152 -2.288 -0.383 -0.336 -0.153 0.317

---

No. 3
61
Properties=species:S:1:pos:R:3:forces:R:3 method="wB97M-V/def2-TZVPD" smiles="CCOC(=O)c1ccc(NC(=S)N(CCN2CCCCCC2)Cc2ccco2)cc1" relative_energy_kj_mol=175.0 lumo_energy_ev=0.368
C 5.018 -2.820 4.797 0.330 -0.312 0.365
H 0.967 -2.164 -2.437 -0.011 0.262 0.103
C -4.948 2.477 -3.021 0.074 0.276 0.227
H -2.709 3.607 -5.385 0.025 -0.088 -0.024
H 4.880 -1.999 5.505 -0.021 -0.112 -0.081
H 2.710 -4.936 0.990 0.012 -0.087 0.008
C -1.110 -0.871 0.356 -0.057 -0.336 0.340
C -4.381 3.459 -4.046 0.034 -0.321 -0.116
H 1.351 -4.197 -0.949 -0.093 -0.082 -0.042
C 1.541 -2.116 -0.474 0.351 -0.164 0.513
C 0.486 -1.743 3.429 0.283 0.532 0.591
H -4.485 4.483 -3.681 -0.082 0.125 -0.022
S 0.358 0.335 -3.126 0.227 0.177 -0.532
H -2.212 1.146 -2.567 -0.026 -0.055 0.088
O 4.257 -2.451 3.649 -0.114 0.214 -0.211
H 6.604 -3.839 3.762 0.051 -0.057 -0.017
C 0.618 -0.402 3.607 -0.023 -0.510 0.057
H 1.067 0.099 4.439 0.126 0.033 0.221
C 0.175 -0.473 -1.696 -0.087 0.038 -0.214
C 6.489 -3.009 4.455 -0.402 0.058 -0.092
H -2.810 2.088 -4.518 0.010 -0.036 -0.051
H -0.351 1.972 -1.227 -0.026 -0.003 0.133
C 2.535 -3.888 0.805 0.220 0.098 0.224
C -1.096 1.342 -0.737 -0.315 0.351 -0.210
C 2.886 -1.595 1.450 0.072 -0.221 0.050
H -2.967 4.693 -1.838 0.050 0.019 0.056
H -1.091 -1.907 0.007 -0.080 0.143 -0.005
H 7.049 -3.227 5.360 0.093 -0.020 0.094
H -4.917 1.976 -0.928 -0.035 0.080 0.012
H -2.157 -0.579 0.502 0.111 -0.104 -0.068
O 4.086 -4.613 3.061 0.022 0.087 0.024
H -1.430 4.003 -1.344 -0.027 0.149 -0.066
H -0.996 3.056 -3.477 0.093 0.029 0.012
C 2.121 -1.179 0.382 0.037 -0.021 -0.290
H -6.039 2.549 -3.018 -0.043 -0.086 0.016
N -3.038 2.705 -1.356 -0.029 -0.078 0.119
H -0.034 1.249 2.265 -0.060 0.224 -0.124
C -2.417 1.409 -1.521 0.143 0.006 0.165
H 1.983 -0.126 0.190 0.001 0.057 -0.007
C -2.924 3.169 -4.407 -0.007 0.190 0.026
N -0.561 -0.001 -0.668 0.305 -0.338 -0.130
H 6.888 -2.107 3.997 0.078 0.073 -0.005
H 4.607 -3.746 5.214 0.027 0.206 -0.008
H -1.563 4.699 -3.722 0.074 0.020 0.001
H -1.262 1.703 0.278 -0.027 0.009 0.012
H 3.338 -0.871 2.108 0.006 0.055 0.040
C 3.857 -3.447 2.843 0.024 -0.247 0.085
C -1.876 3.698 -3.417 -0.132 -0.113 0.124
O -0.130 -2.007 2.267 -0.260 -0.251 -0.309
C 1.776 -3.475 -0.268 -0.090 0.205 -0.085
C -0.396 -0.824 1.673 -0.099 0.802 0.137
C 0.037 0.200 2.465 -0.296 -0.371 -0.419
H 0.774 -2.580 4.033 0.018 -0.196 0.016
C 3.084 -2.955 1.683 -0.103 0.056 -0.275
C -2.325 3.817 -1.949 0.290 0.096 -0.083
H -4.687 1.459 -3.321 -0.047 -0.079 -0.051
C -4.466 2.727 -1.586 -0.243 -0.153 -0.144
H -4.826 3.708 -1.258 -0.057 -0.033 0.013
H -3.106 0.661 -1.116 0.008 -0.019 -0.025
N 0.750 -1.718 -1.555 -0.292 -0.273 -0.189
H -4.979 3.376 -4.958 -0.010 0.096 0.023

---

No. 4
18
Properties=species:S:1:pos:R:3:forces:R:3 method="wB97M-V/def2-TZVPD" relative_energy_kj_mol=138.0 charge=+1 lumo_energy_ev=-3.369
H 0.475 -2.262 -0.055 0.788 2.500 2.199
C 0.834 0.340 -1.016 -0.104 -0.886 -2.079
H 0.569 -1.570 1.604 0.213 -0.198 -0.462
H 1.393 1.144 -1.595 -0.836 -0.992 1.316
C 1.215 -0.180 0.149 -0.864 0.700 -0.735
C 2.234 0.285 1.107 1.628 -2.085 -0.283
O -2.038 -0.913 -0.578 2.668 -0.019 0.729
N 0.428 -1.344 0.613 -2.243 -2.865 -1.900
H 1.858 0.580 2.064 -0.402 0.020 0.664
H -2.019 2.149 -1.238 0.418 0.730 -0.602
O -2.521 1.803 -0.514 -0.537 0.553 1.702
H 0.038 -0.239 -1.634 1.391 1.300 1.198
H -2.651 -1.599 -0.660 -1.850 -1.205 -0.389
H 2.778 1.097 0.701 0.389 0.906 -0.453
H 3.019 -0.546 1.233 -1.104 1.068 0.130
H -0.646 -1.217 0.447 1.114 0.732 0.170
H -2.369 -0.053 -0.802 -0.829 0.969 0.112
H -2.599 2.524 0.175 0.159 -1.226 -1.316

---

No. 5
58
Properties=species:S:1:pos:R:3:forces:R:3 method="wB97M-V/def2-TZVPD" s2=0.8132 relative_energy_kj_mol=130.5 multiplicity=2 charge=+1 lumo_energy_ev="-4.733 / -6.102"
H -0.173 -2.854 -0.734 0.017 -0.001 -0.036
C 4.639 -0.960 2.794 0.198 -0.027 -0.123
O -0.280 0.008 4.112 0.124 -0.062 -0.123
F 1.088 0.325 -6.543 -0.056 0.020 0.013
H 1.744 1.719 -2.341 -0.145 0.086 -0.048
C -4.097 1.443 2.048 -0.021 0.006 0.056
H -3.431 -0.507 2.679 -0.032 0.027 -0.018
N -0.681 -2.095 -0.295 1.356 1.350 0.054
H -4.821 3.898 0.227 -0.006 -0.029 0.012
H -5.148 1.203 2.149 0.032 -0.004 0.016
H 0.166 -1.807 -5.431 0.026 0.027 0.023
H 5.435 -1.152 -1.723 -0.094 0.022 -0.060
C 0.796 -0.215 -2.475 -0.739 -0.419 0.038
H 6.255 -1.105 0.612 -0.054 0.033 0.032
C -2.440 0.274 -1.194 0.323 -0.287 -0.241
C 3.377 -0.953 -1.148 0.126 -0.180 -0.475
O -3.402 1.002 -1.173 0.185 0.216 0.092
C -1.401 2.073 1.792 0.074 -0.044 0.101
C -2.514 -1.130 -1.744 0.058 0.174 0.035
H 5.687 -1.087 3.040 -0.037 0.023 -0.029
H -2.715 -1.925 0.228 0.154 -0.033 0.129
C -3.145 0.481 2.341 -0.029 -0.090 -0.105
H 0.056 -2.178 -2.984 -0.106 0.031 -0.063
C 3.696 -0.897 3.785 -0.206 -0.037 0.158
C 4.747 -1.037 -0.898 0.027 -0.128 -0.329
H -3.536 -1.297 -2.073 -0.015 -0.169 -0.003
C 2.905 -0.760 1.092 0.082 0.137 0.357
C 1.439 1.147 -4.376 0.207 0.057 0.059
H -5.737 3.479 1.676 0.023 0.008 0.019
H -2.070 3.982 1.118 0.010 -0.009 0.034
H -0.347 2.316 1.716 -0.032 0.019 -0.044
H -1.840 -1.200 -2.595 -0.133 -0.066 -0.073
C -1.805 0.812 2.210 0.090 0.053 -0.255
N 2.472 -0.786 -0.196 0.088 0.099 0.686
O -1.166 -1.698 2.568 0.086 -0.088 -0.310
C 2.349 -0.714 3.487 0.117 -0.068 -0.061
C -3.722 2.711 1.622 -0.113 0.075 -0.034
C 1.351 0.948 -3.003 -0.062 0.015 0.086
C 1.915 -0.576 2.143 -0.165 0.143 -0.116
H -4.470 4.719 1.742 -0.031 -0.013 0.026
C 4.262 -0.904 1.424 -0.217 0.026 0.215
N 0.676 -0.265 1.721 -0.143 -0.112 0.173
O -1.252 0.612 -0.740 -0.340 1.147 0.403
H -2.385 -3.123 -1.019 0.224 -0.141 0.176
H 4.003 -0.989 4.818 -0.074 0.040 0.001
H 1.615 -0.657 4.272 0.068 0.051 0.082
C 0.989 0.150 -5.217 0.017 -0.016 -0.034
H 1.872 2.047 -4.793 -0.039 -0.005 0.000
C -4.752 3.759 1.309 0.086 -0.066 -0.141
H -0.618 -2.193 0.719 -0.118 -0.380 0.058
C 0.478 -1.038 -4.735 0.133 -0.205 0.006
Ir 0.502 -0.253 -0.479 -0.975 -1.769 -0.773
C 0.408 -1.223 -3.359 0.170 0.208 -0.155
C -2.130 -2.124 -0.669 -0.277 0.085 -0.339
S -0.663 -0.362 2.781 -0.059 0.167 0.707
C 5.199 -1.012 0.387 0.096 -0.097 0.107
C -2.365 3.003 1.475 0.019 0.111 0.100
H 2.983 -1.030 -2.150 0.102 0.088 -0.069

---

No. 6
7
Properties=species:S:1:pos:R:3:forces:R:3 method="wB97M-V/def2-TZVPD" s2=8.7674 multiplicity=6 charge=+2 lumo_energy_ev="-12.744 / -15.826"
C 1.021 -0.092 0.338 5.468 -0.125 2.198
F 1.663 -1.224 0.045 -2.098 0.687 -0.534
F 1.746 0.917 -0.144 -2.094 -0.541 -0.425
Co -3.464 0.568 -0.952 -1.030 0.439 -0.062
O -1.812 -0.102 -0.816 1.684 -0.468 0.303
H -0.156 -0.093 -0.138 -0.257 0.049 -0.076
F 1.003 0.025 1.667 -1.672 -0.042 -1.404